#i
C2H4N4S | ωB97M-V/def2-TZVPD

XYZ file:
```
11
Properties=species:S:1:pos:R:3:mulliken_charge:R:1
H -2.7004 -0.1598 0.0195 0.21
N -2.0354 -0.8920 0.1002 -0.70
C -0.8407 -0.3813 -0.2789 0.52
N -0.4779 0.9467 -0.8819 -0.31
N 0.7640 1.3682 0.0816 -0.36
C 1.7988 0.6674 0.1447 -0.02
S 1.8686 -1.0198 -0.4142 -0.05
N 0.1666 -1.2319 -0.1325 -0.35
H -1.1181 1.7262 -0.3441 0.40
H 2.5513 0.9963 1.0377 0.32
H 0.0231 -2.0199 0.6678 0.34
```

Results
Net charge: 0
SMILES: [H]/N=C1\NN=CSN1
Orbital gap, eV: 9.05



#ii
C2H4N4S | ωB97M-V/def2-TZVPD

XYZ file:
```
11
Properties=species:S:1:pos:R:3:mulliken_charge:R:1
N 0.2002 -0.7974 1.6553 -0.51
N -0.2985 0.2597 0.9234 0.03
C 0.6286 1.1528 0.4381 -0.12
N 0.8869 1.3011 -1.0990 -0.39
N 0.2712 0.4458 -1.8188 -0.04
C -0.8739 -0.0708 -1.7869 -0.10
S -1.7547 0.1903 -0.2867 -0.08
H -0.4108 -1.3281 2.2253 0.24
H 0.8573 -1.3848 1.1933 0.22
H 1.5695 1.1852 0.9528 0.38
H -1.0758 -0.9539 -2.3968 0.36
```

Results
Net charge: 0
SMILES: NN1C=NN=CS1
Orbital gap (alpha / beta), eV: 8.62 / 8.61



Each structure's energy above the most stable one, in eV: #i 0.000; #ii 1.192.



#i
C2H4N4S | ωB97M-V/def2-TZVPD

XYZ file:
```
11
Properties=species:S:1:pos:R:3:mulliken_charge:R:1
N 2.0902 0.1084 0.6843 -0.64
N 1.3783 0.5370 -0.4074 0.02
C 0.1217 0.3299 -0.3732 0.42
N -0.5596 -0.3881 0.9307 -0.45
N -1.7606 -0.6492 0.7111 -0.29
C -2.2899 -0.5033 -0.4102 -0.08
S -1.0822 0.2948 -1.4948 -0.20
H 2.0077 0.8479 1.4426 0.28
H 1.5322 -0.7584 0.8821 0.38
H 1.8597 0.8556 -1.1805 0.18
H -3.2976 -0.6745 -0.7847 0.38
```

Results
Net charge: 0
SMILES: NNc1nncs1
Orbital gap, eV: 8.77



#ii
C2H4N4S | ωB97M-V/def2-TZVPD

XYZ file:
```
11
Properties=species:S:1:pos:R:3:mulliken_charge:R:1
N -0.1568 0.2621 1.9391 -0.52
N -0.2660 -0.5185 0.7789 0.04
N 1.2015 -0.8167 0.0468 -0.42
C 0.9292 -0.4820 -1.1747 0.02
C -0.4047 0.0190 -1.4105 0.05
S -1.2111 0.3971 -2.7831 -0.32
N -1.0206 0.0651 -0.1672 -0.09
H 0.3284 1.0946 1.8014 0.24
H 0.3326 -0.2437 2.6303 0.28
H 1.7359 -0.6190 -1.9132 0.42
H -1.4683 0.8421 0.2523 0.31
```

Results
Net charge: 0
SMILES: Nn1ncc(=S)[nH]1
Orbital gap (alpha / beta), eV: 7.76 / 7.76



Each structure's energy above the most stable one, in eV: #i 0.063; #ii 0.000.



#i
C4H2O2 | ωB97M-V/def2-TZVPD

XYZ file:
```
8
Properties=species:S:1:pos:R:3:mulliken_charge:R:1
O 1.1181 1.0343 1.3888 -0.45
C 1.2429 0.5273 0.3021 -0.06
C 0.1610 -0.5216 -1.6710 -0.22
C 0.1296 -0.1790 -0.4015 0.47
C -1.2612 -0.4156 0.1132 0.03
O -1.9851 -1.2135 -0.4342 -0.44
H 2.1958 0.5592 -0.2552 0.33
H -1.6012 0.2089 0.9578 0.34
```

Results
Net charge: 0
Orbital gap, eV: 9.14



#ii
C4H2O2 | ωB97M-V/def2-TZVPD

XYZ file:
```
8
Properties=species:S:1:pos:R:3:mulliken_charge:R:1
C 2.5640 -0.0790 -0.0170 -0.41
C 2.9261 1.0367 0.0175 0.18
C -1.4843 0.4963 -0.1930 0.29
C 0.1759 -1.2427 -0.0812 -0.08
O -2.4014 0.0934 0.5065 -0.41
O -0.5590 -0.4002 -0.7474 -0.15
H -1.1225 1.3985 -0.6049 0.36
H -0.0988 -1.3029 1.1196 0.23
```

Results
Net charge: 0
Orbital gap (alpha / beta), eV: 7.11 / 8.01



Each structure's energy above the most stable one, in eV: #i 0.000; #ii 7.352.



#i
C4H2O2 | ωB97M-V/def2-TZVPD

XYZ file:
```
8
Properties=species:S:1:pos:R:3:mulliken_charge:R:1
C -0.5022 0.0237 -1.8779 -0.47
C -0.2450 -0.6150 -0.7046 -0.24
C 0.9264 0.5274 2.1828 -0.14
C -0.0046 0.0864 0.5983 0.56
O 0.5117 -0.6394 1.5792 -0.18
O 0.5198 1.2617 0.9632 -0.25
H -0.8685 0.9834 -2.1580 0.33
H -0.3375 -1.6282 -0.5829 0.38
```

Results
Net charge: 0
Orbital gap (alpha / beta), eV: 7.20 / 8.53



#ii
C4H2O2 | ωB97M-V/def2-TZVPD

XYZ file:
```
8
Properties=species:S:1:pos:R:3:mulliken_charge:R:1
O 0.5781 0.1946 -2.0143 -0.42
C 1.2064 0.2066 -0.9796 0.13
C 0.6406 0.6173 0.3361 -0.07
O 0.6493 -0.4604 1.2521 -0.30
C -0.6329 -0.0855 0.9312 0.34
C -1.8390 -0.2457 0.7757 -0.38
H 2.2957 -0.0048 -0.9424 0.31
H -2.8981 -0.2221 0.6410 0.39
```

Results
Net charge: 0
Orbital gap (alpha / beta), eV: 8.19 / 7.19



#iii
C4H2O2 | ωB97M-V/def2-TZVPD

XYZ file:
```
8
Properties=species:S:1:pos:R:3:mulliken_charge:R:1
C 0.2814 0.3894 0.7396 -0.53
C -0.9011 0.2271 -0.3017 -0.36
C -1.1095 0.6542 1.0221 0.79
C 0.5205 -0.0713 -0.6253 0.38
O -1.8777 0.9765 1.7966 -0.42
O 0.9898 -1.3031 -0.9709 -0.42
H 1.1742 0.9368 -1.4674 0.24
H 0.9223 -1.8096 -0.1930 0.33
```

Results
Net charge: 0
Orbital gap, eV: 10.11



Each structure's energy above the most stable one, in eV: #i 1.470; #ii 0.975; #iii 0.000.